Density functional theory data (ωB97M-V with the def2-TZVPD basis set) for a cluster of 5 separate species, C8H17NO4 in total.

ORCA input file:
```
! RIJCOSX wB97M-V def2-TZVPD def2/J DEFGRID3
* xyz 0 1
O -0.103 0.964 1.905
O -0.690 -2.418 0.826
O 3.755 -0.610 -0.718
O -1.657 0.764 -0.761
N 1.289 -0.043 -1.300
C -1.079 -0.567 -0.781
C -0.690 -0.923 0.803
C 0.463 -0.153 1.317
C 3.078 0.330 0.497
C -3.291 2.237 -0.451
C 0.076 -0.527 -1.836
C 1.510 -0.253 0.111
C -2.584 0.991 0.182
H 1.067 1.756 1.205
H 3.661 1.436 0.561
H -4.765 1.691 -1.043
H -3.355 0.304 0.457
H 0.045 -1.596 -2.039
H 0.856 -0.928 1.938
H -1.670 -0.841 1.495
H 1.738 -1.338 -0.002
H -2.128 1.411 1.071
H -2.085 2.396 -1.386
H -3.216 3.170 1.111
H 1.333 1.110 -1.553
H -1.898 -1.512 -0.786
H 3.373 -0.306 -1.554
H -0.366 -2.596 1.821
H 3.398 -0.329 1.299
H -0.358 0.067 -2.560
*
```

Results
DFT total energy, Ha: -670.07958
Highest occupied orbital energy, Eh: -0.343

Density functional theory data (ωB97M-V with the def2-TZVPD basis set) for an isolated molecule of C8H17NO5.

ORCA input file:
```
! RIJCOSX wB97M-V def2-TZVPD def2/J DEFGRID3
* xyz 0 1
O 0.497 -1.534 2.524
O 1.194 3.066 -1.307
O 2.290 1.676 0.976
O -0.342 1.753 -2.752
O -0.591 -3.315 0.596
N -0.295 -0.729 -0.103
C -0.417 -0.132 -1.434
C -1.812 -2.632 0.458
C -0.482 1.438 -1.421
C 1.323 -0.746 1.751
C 0.548 2.096 -0.527
C -1.615 -1.044 0.595
C 0.492 0.138 0.814
C 1.408 1.039 0.142
H 1.514 2.708 -2.117
H 1.889 -0.101 2.430
H -1.730 -0.685 1.639
H 0.459 -0.515 -2.014
H -1.522 1.718 -1.082
H -0.188 0.829 1.324
H -1.315 -0.598 -1.930
H 2.028 0.524 -0.698
H 2.343 2.648 0.652
H -2.154 -2.926 -0.569
H -0.878 2.545 -2.865
H -2.560 -2.978 1.218
H 0.099 -2.286 2.084
H 0.044 -2.665 0.161
H 2.140 -1.396 1.196
H -2.445 -0.525 -0.031
H 0.080 2.629 0.288
*
```

Results
SMILES string: OCCN1C[C@H](O)[C@H](O)[C@@H](O)[C@@H]1CO
DFT total energy, Ha: -745.90102
Highest occupied orbital energy, Eh: -0.337

Density functional theory data (ωB97M-V with the def2-TZVPD basis set) for a structure of composition C8H18AlFLuNO.

ORCA input file:
```
! RIJCOSX wB97M-V def2-TZVPD def2/J DEFGRID3
* xyz 2 1
Lu 4.047 1.434 0.563
Al -0.902 0.888 -0.715
F -1.089 1.858 1.972
O -0.800 -2.703 -0.085
N 1.018 1.184 -0.571
C -1.247 -0.770 -1.863
C 2.675 -1.931 0.798
C 1.606 0.479 0.631
C -1.605 2.510 -1.836
C -1.557 -2.152 -1.039
C -1.905 0.965 1.067
C 2.916 -0.430 0.138
C -2.054 -0.460 1.861
H -2.753 2.306 -2.087
H 3.934 -0.045 0.567
H 1.800 -2.437 0.209
H -1.575 3.459 -1.152
H 2.939 -0.591 -1.032
H -2.824 -1.168 1.287
H -1.048 -1.006 2.106
H 0.799 -0.208 1.134
H 1.097 2.242 -0.486
H -0.963 2.606 -2.826
H 3.610 -2.636 0.714
H 2.345 -1.783 1.917
H -2.591 -0.208 2.896
H -2.589 -2.695 -1.290
H -2.953 1.520 0.939
H 1.989 1.323 1.363
H -2.074 -0.579 -2.703
H -0.244 -0.971 -2.479
*
```

Results
DFT total energy, Ha: -2022.33747
Highest occupied orbital energy, Eh: -0.535

- Number 2 is which compound?
  C8H17NO5

- The highest DFT total energy belongs to which entry?
  C8H17NO4

- Which value of highest occupied orbital energy does entry 1 give?
  -0.343 Eh